# 1
A cluster of 3 separate species, C31H55I2N2O14P2S2 in total. Source: OMol25; level of theory: ωB97M-V/def2-TZVPD.

Calculated values
Spin multiplicity ... 1
E_HOMO ... -11.005 eV
Net charge ... +1
Kohn-Sham gap ... 8.523 eV

Last column: Löwdin charge in e.
Geometry (Å):
I  3.39904  -0.01277  0.74899  1.017
I  2.99125  -1.94111  -1.95684  0.854
S  7.21367  -2.95074  4.49198  0.605
S  -1.94633  -0.77660  -6.48993  0.591
P  -0.75009  -1.84447  -1.61782  0.980
P  -0.37717  -1.45029  3.82298  0.468
O  -2.22594  -2.16061  -6.58688  -0.203
O  -1.68254  -0.19514  -7.95449  -0.177
O  -0.22778  2.71163  -0.13597  -0.043
O  -1.94270  -1.75084  3.71281  -0.097
O  -3.32280  -0.00565  -6.19924  -0.193
O  -0.94481  -0.26767  -5.62110  -0.241
O  6.24651  -3.94658  5.29979  -0.188
O  -5.85787  3.98752  1.07249  -0.030
O  -0.11543  -0.38565  4.98343  -0.080
O  8.55819  -3.26495  4.79029  -0.199
O  6.73739  -2.86269  3.15833  -0.227
O  6.81910  -1.60300  5.27317  -0.185
O  0.27698  -2.70387  4.22816  -0.261
O  -6.53068  5.52285  -0.43754  0.128
N  -0.11878  -3.24854  1.15869  0.002
N  -0.32808  -1.03989  -0.03602  -0.121
C  -0.96636  1.27026  2.25012  -0.134
C  0.85379  -4.30632  0.87340  -0.190
C  4.23427  -4.30446  1.42222  -0.083
C  -5.54877  2.65370  0.63520  -0.172
C  -2.03365  -3.15902  -1.36834  -0.246
C  -0.59594  3.87958  -2.24939  -0.020
C  1.75325  5.26670  -1.77128  -0.060
C  3.02036  0.97551  -2.60923  -0.180
C  1.71424  0.58862  -0.50318  -0.590
C  1.29740  4.31340  -0.90140  -0.024
C  5.61844  -1.81946  6.02198  -0.168
C  -2.88450  0.41074  -8.45446  -0.151
C  -3.56324  0.97156  -7.22393  -0.156
C  -1.56735  -0.70802  -2.81048  -0.271
C  -4.17343  5.26584  -0.25960  0.012
C  2.00944  0.00145  -1.93467  -0.789
C  -0.54334  1.43000  -0.60886  -0.151
C  1.00959  5.54838  -2.90429  -0.074
C  5.68172  -3.27505  6.43182  -0.161
C  0.30766  0.32574  0.08471  -0.346
C  0.33711  -1.91664  1.02957  -0.335
C  -3.31006  1.69681  1.16974  -0.212
C  -4.72603  1.90892  1.71475  -0.143
C  2.99756  -3.81784  2.23839  -0.236
C  -2.43189  0.76773  2.06756  -0.169
C  -5.61756  4.93664  0.10301  -0.494
C  -0.13284  4.83607  -3.12211  -0.081
C  0.45180  -0.97426  2.25756  -0.213
C  1.74762  -4.69552  2.07050  -0.182
C  0.18683  0.46642  1.63445  -0.237
C  0.13559  3.61578  -1.11907  -0.284
H  -0.95664  2.32861  1.98978  0.115
H  -1.60578  1.16027  -0.58908  0.109
H  1.16547  -4.81440  2.98665  0.099
H  4.03587  -5.20836  0.84354  0.074
H  3.42658  0.46969  -3.48503  0.054
H  -2.07644  -2.63764  3.35862  0.090
H  -3.10785  1.91362  -6.91198  0.134
H  4.70185  -3.68448  6.66435  0.136
H  2.66828  5.78375  -1.50946  0.117
H  1.31966  -2.06535  0.56431  0.057
H  -3.48808  -0.36833  -8.92407  0.138
H  1.06379  1.00275  2.02115  0.103
H  2.79552  -2.79195  1.91125  0.027
H  -1.25768  -0.83378  0.36771  0.129
H  4.53353  -3.49454  0.74737  0.044
H  -0.25759  1.38896  -1.66778  0.109
H  2.10661  -5.70393  1.82034  0.109
H  -3.81295  4.63139  -1.07468  0.075
H  -4.14625  6.29499  -0.61442  0.090
H  -2.79455  2.63345  0.93484  0.107
H  -2.30050  -3.26519  -0.31326  0.027
H  -0.66278  -3.43014  1.98663  0.095
H  -5.19761  0.92569  1.80934  0.120
H  -2.64874  1.17642  -9.18787  0.140
H  1.14548  -0.03680  -2.59639  0.040
H  -0.94335  0.05804  -3.25877  0.018
H  -2.54682  -0.28392  1.78325  0.093
H  3.30531  -3.77666  3.28676  0.102
H  -1.95579  -1.33360  -3.62490  0.043
H  6.34770  -3.42072  7.28444  0.137
H  5.57504  -1.14629  6.87390  0.136
H  -3.50013  5.17713  0.59729  0.085
H  1.50085  -1.11367  2.54077  0.057
H  0.78591  -0.04304  4.90629  0.102
H  -2.90846  0.83905  3.05187  0.113
H  5.07419  -4.43827  2.10262  0.050
H  -2.46348  -0.28160  -2.33259  0.052
H  1.45172  -4.12232  -0.02246  0.093
H  3.78952  1.31656  -1.91891  0.056
H  1.87084  4.09887  -0.00223  0.131
H  -0.73408  5.03286  -4.00450  0.115
H  0.27251  -5.21250  0.65981  0.118
H  -3.43391  1.15634  0.21837  0.096
H  -1.52107  3.34516  -2.44379  0.123
H  -4.99620  2.70604  -0.31135  0.113
H  -1.60907  -4.11617  -1.66894  0.044
H  -0.77088  1.28090  3.32808  0.102
H  -2.94783  -2.94722  -1.92797  0.044
H  1.37030  6.32472  -3.56748  0.115
H  1.90700  1.65493  -0.60336  0.060
H  4.76666  -1.62901  5.36319  0.126
H  -6.48769  2.13673  0.41403  0.130
H  -4.76681  2.47785  2.64348  0.128
H  -4.63077  1.11585  -7.36637  0.139
H  2.41675  1.80506  -3.00231  0.083


# 2
A cluster of 2 separate species, C31H56BrClIN4O8 in total. Source: OMol25; level of theory: ωB97M-V/def2-TZVPD.

Calculated values
Spin multiplicity ... 1
E_HOMO ... -11.664 eV
Net charge ... +1
Kohn-Sham gap ... 7.109 eV

Last column: Löwdin charge in e.
Geometry (Å):
I  5.79425  -1.42519  -3.89254  0.782
Br  1.53671  -5.66639  -3.69271  0.680
Cl  2.94677  1.17454  -4.24738  0.509
O  1.48569  6.61474  5.05779  0.092
O  -0.98099  -2.81920  1.11674  0.033
O  0.71509  8.70483  5.62393  0.027
O  3.50389  -1.51186  1.65212  0.032
O  -6.45217  0.57623  2.36350  -0.028
O  -0.63698  6.98929  5.84991  -0.004
O  -4.91373  -0.21801  0.60997  -0.124
O  -1.82402  2.02842  1.92725  -0.022
N  -0.32547  -3.01300  -1.86876  -0.015
N  1.39501  -1.15133  -0.44247  -0.025
N  1.08352  -1.34279  0.87464  -0.010
N  0.18689  3.12452  2.76327  0.069
C  4.73268  -4.06930  -2.69760  -0.188
C  2.05861  9.40492  3.72245  -0.071
C  -0.61203  0.50308  -0.28248  -0.114
C  1.48859  -4.78800  -1.87003  -0.574
C  -5.33880  -0.04272  -0.81410  -0.179
C  1.96998  9.27771  5.23317  -0.216
C  0.29496  -0.48235  -1.29388  -0.198
C  -0.52132  2.27007  1.70697  -0.308
C  0.97700  0.65956  -2.30844  -0.153
C  1.07594  -6.90064  -0.34343  -0.137
C  -5.56559  -1.51047  -1.51967  -0.154
C  0.31683  -5.57203  -1.01932  -0.272
C  1.18314  -3.19255  -2.14144  -0.285
C  0.61314  7.36141  5.47706  -0.549
C  3.52654  -1.73702  -1.81966  -0.208
C  -4.70967  -1.69519  -2.92964  -0.191
C  -5.25082  2.45666  1.12123  -0.035
C  4.05857  -2.59269  -3.10269  -0.683
C  2.10914  -2.29782  -1.14325  -0.126
C  -5.55149  0.85970  1.38337  -0.294
C  -0.90955  5.60457  5.65107  -0.053
C  -3.28423  -2.44950  -2.48617  -0.191
C  0.30954  1.72839  0.38958  -0.094
C  0.32363  -2.55728  1.25055  -0.227
C  1.17858  -3.76259  2.03899  -0.005
C  2.26134  -1.03583  1.79543  -0.228
C  -0.70755  -1.52767  -2.04769  -0.200
C  1.43334  0.14342  -3.77193  -0.617
C  1.97088  -0.03692  3.07887  -0.006
C  0.28802  0.55497  -4.91965  -0.136
C  -2.30558  -1.41042  -1.63486  -0.145
H  0.35022  1.74475  -4.98490  0.094
H  -0.97417  5.38911  4.57977  0.083
H  -4.23235  2.53621  0.54075  0.070
H  4.36285  -4.89828  -3.43716  0.056
H  1.78913  -0.96574  -3.85840  0.082
H  1.98617  -6.44716  0.28175  0.074
H  -2.64891  -0.32465  -1.99472  0.105
H  -0.75662  -3.58819  -2.65430  0.125
H  -4.49607  0.61263  -1.31202  0.115
H  -3.46722  -3.47201  -1.94759  0.122
H  0.53074  0.02612  -5.94200  0.100
H  2.56437  0.99017  2.97413  0.109
H  1.18812  2.77799  2.73049  0.058
H  -6.34671  0.56603  -0.91627  0.146
H  2.80679  8.69910  5.64115  0.125
H  0.82365  0.27783  3.12759  0.100
H  4.37536  -1.83814  -0.98427  0.135
H  5.91742  -4.02243  -2.83033  0.052
H  2.97397  9.92713  3.43054  0.081
H  1.38634  1.37021  0.68996  0.100
H  2.49985  -5.00852  -1.32411  0.083
H  0.32083  2.62001  -0.38790  0.141
H  2.01806  10.27491  5.68378  0.126
H  -4.48085  -0.65677  -3.45341  0.116
H  2.26386  -0.49805  4.11738  0.117
H  2.14469  -0.38936  -0.41289  0.172
H  -0.81802  0.33141  -4.54184  0.083
H  -5.17851  -2.36302  -0.79568  0.124
H  2.51599  -3.07214  -0.32644  0.151
H  3.32842  -2.65957  -4.01369  0.074
H  2.29696  -3.82348  1.70516  0.085
H  -2.73648  -2.66961  -3.52348  0.111
H  -1.43708  1.11146  -0.89629  0.144
H  -0.51600  -6.03708  -1.72844  0.115
H  -0.74384  -1.41323  -3.23703  0.144
H  1.57024  -7.59309  -1.16203  0.083
H  0.12905  1.48383  -2.47294  0.145
H  -6.11079  2.98945  0.49134  0.108
H  -1.87700  5.37965  6.10847  0.098
H  1.88158  1.22650  -1.83312  0.105
H  -5.32782  -2.40004  -3.66813  0.123
H  0.40263  -7.46917  0.42643  0.088
H  1.31187  -3.00677  -3.28448  0.099
H  1.19836  -3.40260  3.17710  0.119
H  0.60012  -4.77985  2.03433  0.104
H  -2.52790  -1.50152  -0.49552  0.110
H  -5.17426  3.01250  2.16935  0.112
H  -0.15019  4.97574  6.12658  0.097
H  -6.71034  -1.73315  -1.70977  0.124
H  2.05612  8.42202  3.24075  0.070
H  0.24249  4.09465  2.35304  0.104
H  1.19535  9.95212  3.33022  0.083
H  -1.19544  -0.08851  0.53620  0.118
H  4.56077  -4.32281  -1.55776  0.082
H  -0.11719  -4.97239  -0.11342  0.084
H  3.50311  -0.60248  -2.09400  0.065


# 3
A structure of composition C31H56BrCuN6O2Si. Source: OMol25; level of theory: ωB97M-V/def2-TZVPD.

Calculated values
Spin multiplicity ... 2
E_HOMO (alpha / beta) ... -10.796 / -11.662 eV
Net charge ... +1
Kohn-Sham gap (alpha / beta) ... 7.871 / 7.388 eV
Relative energy (zero: lowest compared OMol25 entry of this formula, charge and spin) ... 0.098 eV

Last column: Mulliken spin population.
Geometry (Å):
Br  -2.35129  -0.32052  0.47582  -0.005
Cu  0.52133  1.21985  -0.86900  0.007
Si  -4.65511  -0.28063  0.36805  0.001
O  -2.20567  3.82248  -1.41625  0.000
O  -0.84052  2.29631  -2.09262  0.002
N  -2.16373  4.32777  1.14371  0.000
N  -0.88907  2.64920  0.02584  0.005
N  -0.94520  2.75792  2.28783  0.001
N  -0.17866  1.60344  2.44076  0.000
N  -1.36434  2.97646  -1.19895  0.000
N  2.14178  0.25164  -0.50870  0.506
C  -6.63306  1.16843  1.81051  0.000
C  -4.91205  2.54914  0.65761  0.000
C  -0.57942  -3.71053  -1.16463  0.005
C  -4.10206  0.94610  -2.18377  0.000
C  -5.14373  1.24299  1.42896  0.000
C  1.84568  -3.87980  -0.47204  0.258
C  -4.77968  -1.41695  -2.23979  0.000
C  4.44717  0.79847  -1.30169  0.064
C  0.74435  -3.08973  -0.81346  -0.090
C  4.08930  3.50943  -0.24284  -0.001
C  -5.01336  -0.08914  -1.50310  0.000
C  2.13560  -1.09775  -0.46767  0.164
C  2.91420  2.55172  -0.46278  0.033
C  -5.18786  -1.95823  1.12151  0.000
C  5.05572  1.88425  1.38191  0.003
C  -4.30085  -3.12406  0.65569  -0.001
C  4.61878  3.33641  1.18187  -0.001
C  3.22608  -1.94785  -0.13663  0.130
C  5.63654  1.73295  -1.05448  0.001
C  -6.47847  0.32825  -1.72346  0.000
C  0.90323  -1.72364  -0.80857  0.076
C  5.19816  3.18559  -1.24556  -0.001
C  3.33624  1.08370  -0.27131  -0.196
C  -4.31571  1.35662  2.71874  0.000
C  -1.36099  3.26729  1.11961  -0.001
C  6.15508  1.53290  0.37348  0.002
C  3.85768  0.95095  1.17380  0.072
C  -6.64448  -2.26942  0.73299  0.000
C  3.08252  -3.31954  -0.13540  -0.060
C  -5.09477  -1.93392  2.65445  0.000
C  4.24851  -4.19930  0.22777  -0.001
H  -7.18754  -0.36207  -1.26348  0.000
H  0.71460  1.71195  1.97316  0.002
H  -3.87967  2.64072  0.31385  0.000
H  -6.75882  -2.44275  -0.33716  0.000
H  2.11309  2.79235  0.24975  -0.009
H  -4.19568  1.94820  -1.77144  0.000
H  5.46254  4.00993  1.35081  0.000
H  6.42506  1.48870  -1.76939  0.000
H  -1.19464  3.22276  3.14512  0.000
H  -6.95928  -3.18411  1.24404  0.000
H  -5.33681  -2.93076  3.03458  0.000
H  6.47876  0.49684  0.51541  0.000
H  4.18838  -1.53920  0.12086  0.029
H  -5.56626  2.65391  -0.20620  0.000
H  4.01100  -5.25124  0.08214  -0.002
H  -4.39739  0.48912  3.36780  0.000
H  -0.67435  0.81319  2.03934  0.000
H  -7.33863  -1.47969  1.02432  0.000
H  -5.11992  3.39309  1.32437  0.000
H  2.51529  2.68162  -1.47663  -0.015
H  -3.27075  -2.99842  0.99031  0.000
H  0.06858  -1.08968  -1.09338  0.057
H  -1.26340  -3.65521  -0.31581  -0.006
H  4.03811  0.95732  -2.30410  -0.005
H  -4.29486  -3.26039  -0.42329  0.000
H  -4.91652  -1.25054  -3.31235  0.000
H  -3.25644  1.50908  2.49853  0.000
H  -6.68720  1.32916  -1.34592  0.000
H  -3.76390  -1.79096  -2.09207  0.000
H  1.74232  -4.95886  -0.47740  0.005
H  4.77968  -0.23671  -1.25716  -0.004
H  -2.54936  4.65582  0.27122  0.000
H  -5.79840  -1.23777  3.10966  0.000
H  3.74151  4.53433  -0.39048  0.000
H  5.12110  -3.96159  -0.38129  -0.003
H  5.43138  1.74780  2.39837  -0.001
H  -3.05229  0.65433  -2.13585  0.000
H  -4.37709  1.00496  -3.24127  0.000
H  6.04573  3.85844  -1.09328  0.000
H  3.84472  3.59966  1.91010  0.000
H  4.14358  -0.07228  1.40840  -0.003
H  7.02900  2.16663  0.54345  0.000
H  -4.67236  2.22433  3.28429  0.000
H  -6.68537  0.33967  -2.79769  0.000
H  -0.46427  -4.75855  -1.43638  -0.003
H  -1.04997  -3.18733  -1.99718  -0.004
H  -2.55414  4.64706  2.01392  0.000
H  -7.28485  1.07411  0.94125  0.000
H  -4.08733  -1.68860  2.99766  0.000
H  3.04920  1.21620  1.86523  -0.006
H  -4.68286  -4.04728  1.10184  0.000
H  4.84177  3.33961  -2.26806  -0.001
H  -6.91448  2.08955  2.33023  0.000
H  4.52766  -4.05970  1.27316  -0.003
H  -5.48220  -2.19387  -1.94118  0.000
H  -6.84710  0.33937  2.48505  0.000


Largest force on an atom for every record listed, in sequence, given in eV/Å: 4.0 9.2 0.2.
DFT total energy for every record listed, in sequence, given in hartree: -4451.28623 -5366.82165 -6197.64357.